Computed, not measured: a cluster of 5 separate species, CH12N2O4 in total, with ωB97M-V/def2-TZVPD.

Each line ends with the Mulliken charge.
Element x y z (Å)
H: 0.662 0.137 0.800  0.123
N: 0.407 -0.386 0.043  -0.455
C: 1.232 -0.570 -0.972  -0.050
N: 0.740 -1.256 -2.106  -0.412
H: 2.294 -0.358 -0.966  0.364
H: -0.227 -1.756 -2.021  0.309
H: 1.292 -1.764 -2.808  0.234
O: -2.688 0.062 0.092  -0.653
H: -1.767 0.152 -0.258  0.376
H: -2.841 0.371 0.939  0.253
O: 2.760 1.979 0.982  -0.631
H: 1.821 1.732 0.755  0.306
H: 3.008 2.826 1.159  0.276
O: -0.635 2.162 1.435  -0.535
H: -1.214 2.803 1.335  0.254
H: -0.965 1.589 2.051  0.273
O: -1.329 -2.795 -0.454  -0.679
H: -0.619 -2.783 0.216  0.313
H: -1.932 -2.147 -0.222  0.333

HOMO energy	-9.382	eV
Kohn-Sham gap	0.3632	hartree
spin multiplicity	1
E_LUMO	0.50	eV
energy relative to the best compared isomer or geometry (same formula, charge and spin)	51.8	kcal/mol
SMILES	[H]/N=C/N.O.O.O.O
calculated total energy	-455.71349	a.u.
molecular weight	116.12	Da

***

Computed, not measured: the molecule C4H9NO2, with ωB97M-V/def2-TZVPD.

Each line ends with the Mulliken charge.
Element x y z (Å)
N: 1.470 0.485 0.970  -0.286
C: 1.344 -0.860 0.824  0.383
O: 2.158 -1.647 1.283  -0.653
C: 0.177 -1.359 -0.045  -0.396
C: -1.094 -0.493 -0.164  -0.647
C: -0.993 0.845 -0.918  -0.359
O: -0.623 1.885 -0.024  -0.605
H: 2.259 0.811 1.505  0.196
H: 0.711 1.111 0.744  0.296
H: 0.600 -1.547 -1.046  0.215
H: -0.086 -2.349 0.354  0.303
H: -1.837 -1.094 -0.704  0.339
H: -1.519 -0.302 0.830  0.272
H: -0.259 0.750 -1.736  0.306
H: -1.971 1.092 -1.355  0.327
H: -0.329 2.659 -0.520  0.309

HOMO energy	-9.340	eV
Kohn-Sham gap	0.3647	hartree
spin multiplicity	1
E_LUMO	0.58	eV
energy relative to the best compared isomer or geometry (same formula, charge and spin)	15.3	kcal/mol
SMILES	NC(=O)CCCO
calculated total energy	-363.06121	a.u.
molecular weight	103.12	Da

***

Computed, not measured: a cluster of 2 separate species, C18H18FO5PS2 in total, with ωB97M-V/def2-TZVPD.

Each line ends with the Mulliken charge.
Element x y z (Å)
O: -0.589 1.112 2.452  -0.549
C: -1.118 0.199 1.869  -0.117
C: -2.495 -0.402 2.314  0.538
C: -3.581 0.483 2.688  -0.596
C: -4.856 -0.146 3.051  -0.510
C: -4.957 -1.612 3.041  -0.388
C: -3.861 -2.496 2.663  -0.791
C: -2.602 -1.873 2.288  0.378
C: -1.338 -2.665 1.814  0.081
O: -0.953 -3.672 2.346  -0.475
C: -0.586 -1.998 0.606  0.850
C: -0.060 -2.815 -0.496  -0.124
P: -0.200 -4.655 -0.576  0.826
O: 0.674 -5.330 0.690  -0.448
O: -1.789 -5.165 -0.517  -0.495
S: 0.533 -5.374 -2.244  -0.426
C: 0.585 -2.060 -1.595  -0.658
C: 0.683 -0.616 -1.565  -0.536
C: 0.161 0.221 -0.463  0.173
C: 0.253 1.775 -0.493  -0.166
C: -0.679 2.398 -1.610  -0.242
F: -2.015 2.505 -1.121  -0.335
C: -0.480 -0.526 0.632  0.179
H: -3.421 1.581 2.651  0.412
H: -5.708 0.513 3.314  0.364
H: -5.960 -2.022 3.312  0.327
H: -3.953 -3.602 2.643  0.436
H: 1.503 -4.806 0.684  0.367
H: -1.789 -6.110 -0.777  0.337
H: 0.964 -2.691 -2.437  0.220
H: 1.166 -0.127 -2.443  0.409
H: -0.078 2.256 0.464  0.389
H: 1.327 2.054 -0.637  0.113
H: -0.333 3.463 -1.735  0.229
H: -0.623 1.851 -2.581  0.293
C: 5.074 4.452 -0.612  -0.973
S: 3.677 4.470 -1.749  0.393
O: 2.722 3.415 -1.298  -0.552
C: 4.576 3.812 -3.164  -0.947
H: 4.727 4.793 0.363  0.312
H: 5.468 3.439 -0.523  0.311
H: 5.848 5.128 -0.977  0.390
H: 5.003 2.840 -2.915  0.309
H: 5.367 4.509 -3.447  0.380
H: 3.879 3.701 -3.994  0.310

HOMO energy	-8.557	eV
Kohn-Sham gap	0.2892	hartree
spin multiplicity	1
E_LUMO	-0.69	eV
calculated total energy	-2310.46993	a.u.
molecular weight	428.44	Da

***

Computed, not measured: a structure of composition C40H35F12Ge2N2O3ReS, with ωB97M-V/def2-TZVPD.

Each line ends with the Mulliken charge.
Element x y z (Å)
Re: 0.198 0.735 -1.627  0.781
C: -5.282 1.965 1.131  -1.768
C: -4.418 0.775 0.851  0.075
C: -4.136 -0.168 1.748  -1.427
C: -3.349 -1.411 1.406  0.369
C: -2.408 -1.187 0.223  0.423
N: -1.231 -1.624 0.026  1.271
C: -0.452 -2.551 0.687  -1.285
C: -0.974 -3.809 1.008  -0.388
C: -0.179 -4.845 1.447  -1.145
C: 1.204 -4.692 1.598  -0.139
C: 2.072 -5.821 2.071  -1.462
C: 1.747 -3.472 1.249  0.253
C: 0.973 -2.382 0.788  -0.793
C: 1.655 -1.309 -0.089  1.450
O: 0.869 -0.154 -0.082  0.279
C: 1.798 -1.889 -1.536  0.416
F: 2.950 -2.472 -1.755  -0.246
F: 0.818 -2.701 -1.857  -0.172
F: 1.715 -0.817 -2.431  -0.331
C: 3.050 -0.810 0.392  0.337
F: 3.512 0.076 -0.483  -0.225
F: 2.893 -0.166 1.576  -0.048
F: 3.977 -1.733 0.575  -0.249
C: -2.991 -0.313 -0.848  -1.034
C: -3.910 0.604 -0.506  -0.418
C: -2.486 -0.450 -2.280  1.714
O: -1.068 -0.337 -2.370  -0.939
C: -3.025 0.624 -3.264  0.282
F: -2.437 0.528 -4.444  -0.256
F: -4.339 0.528 -3.412  -0.225
F: -2.731 1.856 -2.796  -0.129
C: -2.846 -1.881 -2.830  0.425
F: -2.858 -1.933 -4.149  -0.267
F: -1.976 -2.787 -2.391  -0.146
F: -4.056 -2.217 -2.381  -0.264
H: -5.558 2.017 2.182  0.417
H: -6.202 1.914 0.544  0.390
H: -4.778 2.893 0.856  0.345
H: -4.547 -0.118 2.750  0.540
H: -4.089 -2.121 1.000  0.561
H: -2.022 -3.985 0.811  1.035
H: -0.632 -5.808 1.647  0.495
H: 1.579 -6.781 1.934  0.457
H: 2.304 -5.714 3.133  0.193
H: 3.019 -5.843 1.532  0.417
H: 2.820 -3.375 1.287  0.635
H: -4.329 1.271 -1.247  0.740
O: 0.880 2.136 -2.758  -0.599
N: 0.419 3.436 -2.604  0.359
C: 0.791 4.308 -3.559  -0.278
C: 0.359 5.605 -3.469  -0.785
C: -0.450 5.974 -2.394  -0.306
C: -0.806 5.043 -1.438  -0.829
C: -0.352 3.735 -1.557  0.729
S: -0.716 2.417 -0.453  -0.278
H: 1.413 3.898 -4.342  0.497
H: 0.646 6.312 -4.233  0.457
H: -0.807 6.992 -2.313  0.443
H: -1.442 5.305 -0.606  0.489
C: 2.501 2.980 4.921  -0.971
Ge: 0.916 2.423 5.843  0.230
C: -0.786 2.920 5.112  -0.941
C: 1.022 1.500 7.514  -0.937
Ge: 0.724 -0.954 2.887  0.676
C: 1.755 -1.973 4.182  0.492
C: 1.776 -3.303 4.605  0.199
C: 2.682 -3.710 5.567  -1.254
C: 3.586 -2.802 6.117  -0.685
C: 3.583 -1.479 5.710  -0.950
C: 2.667 -1.073 4.744  -0.905
C: -2.753 -2.010 2.660  0.764
C: -1.981 -1.208 3.512  -1.357
C: -1.436 -1.736 4.684  -0.450
C: -1.672 -3.062 5.030  -0.647
C: -2.496 -3.833 4.228  -0.719
C: -3.035 -3.306 3.057  -0.118
H: 2.548 4.072 4.966  0.475
H: 2.440 2.706 3.866  0.360
H: 3.401 2.568 5.371  0.400
H: -0.881 4.006 5.210  0.461
H: -1.609 2.446 5.643  0.423
H: -0.831 2.689 4.046  0.281
H: 1.240 2.253 8.281  0.472
H: 1.845 0.785 7.517  0.350
H: 0.082 1.018 7.770  0.386
H: 1.062 -4.014 4.207  1.002
H: 2.692 -4.740 5.902  0.505
H: 4.297 -3.136 6.861  0.443
H: 4.299 -0.781 6.123  0.530
H: 2.712 -0.037 4.393  0.560
H: -1.922 -0.145 3.304  0.881
H: -0.858 -1.107 5.353  0.716
H: -1.257 -3.471 5.942  0.525
H: -2.736 -4.847 4.519  0.486
H: -3.692 -3.921 2.454  0.474

HOMO energy (alpha / beta)	-15.273 / -15.292	eV
Kohn-Sham gap (alpha / beta)	0.2265 / 0.2271	hartree
spin multiplicity	2
E_LUMO (alpha / beta)	-9.11 / -9.11	eV
<S²>	0.755
calculated total energy	-7708.21541	a.u.
molecular weight	1183.20	Da
charge	+3